Below is a structure of composition C9H16AuN2PS in a non-equilibrium geometry, with properties calculated with ωB97M-V/def2-TZVPD.

Geometry (Å):
C (-1.47, -0.53, -2.41)
C (-0.69, -0.82, -3.60)
C (0.30, 0.26, -3.76)
C (0.08, 1.15, -2.71)
C (-0.78, 0.53, -1.76)
Au (0.86, -1.08, -2.24)
P (0.26, -3.20, -0.44)
H (-2.39, -1.01, -2.04)
H (-0.77, -1.48, -4.46)
H (0.91, 0.46, -4.63)
H (-0.76, 0.87, -0.74)
H (0.43, 2.18, -2.71)
H (1.33, -3.89, 0.14)
H (-0.36, -4.34, -1.14)
H (-0.66, -3.09, 0.69)
S (2.01, -1.18, 0.37)
C (1.16, 0.05, 1.19)
N (-0.19, 0.07, 1.10)
C (-1.02, 0.57, 2.18)
C (-0.51, 1.96, 2.51)
C (0.91, 1.72, 3.03)
N (1.70, 0.99, 2.00)
H (-0.60, -0.60, 0.44)
H (-0.93, -0.09, 3.06)
H (-2.06, 0.57, 1.83)
H (-1.17, 2.46, 3.23)
H (-0.50, 2.61, 1.62)
H (0.83, 1.15, 3.97)
H (1.38, 2.67, 3.28)
H (2.71, 1.02, 1.99)

- energy above the lowest of the compared OMol25 structures with the same formula, charge and spin (kcal per mole) = 36.8
- lowest unoccupied orbital energy (alpha / beta) (hartree) = 0.022 / -0.039
- multiplicity = 3
- E_tot (Ha) = -1337.0274
- charge = 0

Atom charges from the Mulliken analysis, given in e for atoms 1 to 5: C -0.201; C -0.597; C -0.823; C -0.159; C -0.914